[1]
Below is a 14-piece molecular cluster, C18H64O14 overall, with properties calculated with the ωB97M-V functional and the def2-TZVPD basis.

Summary:
frontier orbital gap (spin up / spin down) = 0.0600 / 0.3198 Ha
E_LUMO (spin up / spin down) = 1.2 / 1.2 eV
ΔE to the lowest compared entry with this formula, charge and spin = 0.0000 eV
multiplicity = 2
charge = -1
highest occupied orbital energy (spin up / spin down) = -0.4 / -7.5 eV

Element x y z (Å)
O1 1.131 -2.817 -4.491
H1 1.889 -2.694 -5.063
H2 1.231 -2.148 -3.813
O2 2.212 -0.657 -2.774
H3 2.999 -1.117 -2.483
H4 2.506 -0.116 -3.506
O3 -2.902 3.437 1.329
H5 -2.796 3.043 0.462
H6 -3.439 2.809 1.813
O4 -5.652 -0.568 0.390
H7 -5.602 0.007 -0.374
H8 -6.486 -1.027 0.290
O5 -3.017 -3.363 3.171
H9 -3.881 -3.687 3.427
H10 -3.199 -2.676 2.530
O6 -2.862 -5.248 0.429
H11 -3.525 -4.588 0.634
H12 -2.320 -4.842 -0.247
O7 -4.664 -3.187 0.733
H13 -5.297 -3.565 0.124
H14 -4.931 -2.272 0.820
O8 -0.600 -3.805 -0.513
H15 -0.584 -2.855 -0.394
H16 0.321 -4.065 -0.484
C1 -2.090 -0.846 -0.341
C2 -0.853 -0.315 -1.193
C3 -0.362 0.997 -0.627
O9 0.236 -1.206 -1.054
H17 -1.895 -0.810 0.731
H18 -2.373 -1.873 -0.570
H19 -2.940 -0.163 -0.344
H20 -1.137 -0.236 -2.242
H21 -1.110 1.766 -0.819
H22 0.582 1.286 -1.090
H23 -0.172 0.886 0.441
H24 0.945 -0.878 -1.612
C4 0.345 -1.475 4.397
C5 0.123 0.006 4.611
C6 -0.042 0.739 3.320
O10 -1.142 0.095 5.325
H25 -0.407 -2.058 3.866
H26 0.341 -1.980 5.363
H27 1.247 -1.521 3.787
H28 0.892 0.409 5.269
H29 0.822 0.655 2.660
H30 -0.031 1.807 3.540
H31 -0.983 0.526 2.815
H32 -1.862 -0.298 4.827
C7 3.576 -0.407 1.289
C8 4.427 -1.472 2.005
C9 3.609 -2.720 2.537
O11 5.280 -2.035 1.097
H33 3.159 0.322 1.984
H34 2.773 -0.852 0.703
H35 4.207 0.284 0.730
H36 4.886 -1.025 2.887
H37 4.452 -3.298 2.915
H38 3.137 -3.265 1.719
H39 2.929 -2.373 3.314
H40 4.754 -1.991 0.295
C10 1.013 3.852 0.831
C11 0.517 4.843 1.874
C12 0.420 6.261 1.354
O12 -0.606 4.401 2.688
H41 0.525 3.828 -0.144
H42 1.243 2.896 1.301
H43 1.982 4.328 0.678
H44 1.286 4.941 2.641
H45 -0.533 6.303 0.827
H46 1.158 6.486 0.583
H47 0.338 7.038 2.115
H48 -1.341 4.328 2.075
C13 5.371 3.307 -0.157
C14 5.124 2.729 -1.501
C15 3.660 2.283 -1.624
O13 5.364 3.653 -2.516
H49 5.393 2.586 0.659
H50 4.768 4.157 0.165
H51 6.367 3.747 -0.105
H52 5.814 1.904 -1.678
H53 2.971 3.122 -1.525
H54 3.252 1.479 -1.012
H55 3.521 1.933 -2.647
H56 5.542 3.002 -3.199
C16 -4.687 -2.789 -5.588
C17 -3.803 -2.387 -4.429
C18 -3.440 -0.856 -4.432
O14 -4.501 -2.604 -3.226
H57 -4.108 -2.660 -6.502
H58 -5.655 -2.290 -5.549
H59 -4.705 -3.878 -5.551
H60 -2.928 -2.999 -4.212
H61 -3.062 -0.535 -3.461
H62 -4.252 -0.285 -4.881
H63 -2.606 -0.784 -5.130
H64 -5.261 -2.019 -3.263

Löwdin atomic charge list, values in e, 2 entries: number 1, O, carries -0.121; number 2, H, carries 0.005


[2]
Below is C41H34AgClN2O3S as an isolated structure, with properties calculated with the ωB97M-V functional and the def2-TZVPD basis.

Summary:
frontier orbital gap = 0.1877 Ha
E_LUMO = 4.1 eV
ΔE to the lowest compared entry with this formula, charge and spin = 0.0000 eV
multiplicity = 1
charge = -2
highest occupied orbital energy = -1.0 eV

Element x y z (Å)
Ag1 -2.327 -1.996 -1.045
N1 0.682 -7.076 3.781
C1 0.216 -6.292 3.075
C2 -0.372 -5.324 2.197
C3 0.123 -4.017 2.144
C4 -0.462 -3.101 1.288
C5 -1.547 -3.399 0.440
C6 -2.009 -4.727 0.536
C7 -1.451 -5.674 1.381
H1 0.967 -3.740 2.768
H2 -0.032 -2.102 1.258
H3 -2.843 -5.040 -0.085
H4 -1.835 -6.688 1.416
Cl1 -2.363 -0.663 -4.928
C8 -3.393 0.272 -3.861
C9 -3.464 1.632 -4.076
C10 -4.277 2.437 -3.285
C11 -5.005 1.818 -2.266
C12 -4.916 0.461 -2.048
C13 -4.101 -0.407 -2.836
C14 -4.018 -1.804 -2.592
H5 -2.871 2.057 -4.877
H6 -4.336 3.505 -3.455
H7 -5.639 2.414 -1.616
H8 -5.467 0.012 -1.229
H9 -3.672 -2.427 -3.409
H10 -4.832 -2.228 -2.009
O1 -2.644 0.274 0.270
S1 -2.189 1.398 -0.597
C15 -0.608 1.895 0.125
C16 -0.136 1.151 1.190
C17 1.082 1.487 1.766
C18 1.807 2.564 1.279
C19 1.334 3.286 0.189
C20 0.131 2.941 -0.404
C21 -3.102 2.834 0.042
C22 -3.821 2.697 1.215
C23 -4.559 3.772 1.693
C24 -4.581 4.971 0.994
C25 -3.872 5.092 -0.195
C26 -3.138 4.019 -0.678
H11 -0.724 0.308 1.534
H12 1.477 0.896 2.585
H13 2.757 2.820 1.733
H14 1.921 4.100 -0.220
H15 -0.215 3.462 -1.288
H16 -3.796 1.740 1.722
H17 -5.123 3.671 2.613
H18 -5.162 5.807 1.366
H19 -3.905 6.019 -0.756
H20 -2.621 4.088 -1.627
C27 5.976 2.463 2.159
C28 5.173 1.189 2.065
C29 5.025 0.395 3.201
C30 4.279 -0.772 3.137
C31 3.668 -1.156 1.957
C32 3.806 -0.371 0.804
N2 3.166 -0.644 -0.382
C33 2.523 -1.823 -0.763
C34 3.038 -3.089 -0.478
C35 2.395 -4.228 -0.940
C36 1.242 -4.122 -1.702
C37 0.730 -2.863 -1.980
C38 1.344 -1.709 -1.517
C39 0.705 -0.354 -1.791
O2 1.481 0.641 -1.859
O3 -0.537 -0.334 -1.915
C40 4.586 0.805 0.861
C41 4.737 1.621 -0.395
H21 6.271 2.651 3.192
H22 5.404 3.326 1.809
H23 6.885 2.416 1.554
H24 5.487 0.701 4.133
H25 4.146 -1.380 4.024
H26 3.039 -2.036 1.930
H27 2.768 0.144 -0.919
H28 3.959 -3.178 0.085
H29 2.802 -5.203 -0.697
H30 0.722 -5.008 -2.043
H31 -0.185 -2.751 -2.549
H32 4.829 0.965 -1.262
H33 5.611 2.270 -0.357
H34 3.855 2.242 -0.580

Löwdin atomic charge list, values in e, 2 entries: number 1, Ag, carries 0.702; number 2, N, carries 0.095


[3]
Below is C49H47BrCrN3O2 as an isolated structure, with properties calculated with the ωB97M-V functional and the def2-TZVPD basis.

Summary:
frontier orbital gap (spin up / spin down) = 0.2162 / 0.2219 Ha
E_LUMO (spin up / spin down) = 0.2 / 0.3 eV
multiplicity = 2
highest occupied orbital energy (spin up / spin down) = -5.7 / -5.7 eV

Element x y z (Å)
Cr1 0.514 -0.122 -0.500
O1 0.782 -1.813 -0.077
C1 -0.206 -2.821 0.056
C2 -1.280 -2.152 0.942
C3 -2.110 -1.031 0.388
C4 -3.478 -1.129 0.404
C5 -4.290 -0.218 -0.267
C6 -3.615 0.619 -1.162
C7 -2.252 0.769 -1.162
C8 -1.659 1.687 -2.214
C9 -0.303 1.370 -2.844
O2 0.598 1.086 -1.797
C10 -0.381 0.253 -3.900
C11 0.559 -0.766 -3.966
C12 0.598 -1.632 -5.052
C13 -0.327 -1.515 -6.074
C14 -1.289 -0.515 -6.006
C15 -1.303 0.367 -4.940
C16 0.255 2.599 -3.601
C17 -0.419 3.806 -3.727
C18 0.174 4.888 -4.373
C19 1.444 4.777 -4.912
C20 2.120 3.564 -4.815
C21 1.529 2.492 -4.166
N1 -1.534 0.326 0.070
C22 -0.609 -3.406 -1.307
C23 -1.908 -3.493 -1.792
C24 -2.175 -4.175 -2.977
C25 -1.157 -4.804 -3.675
C26 0.143 -4.732 -3.189
C27 0.412 -4.028 -2.029
C28 0.373 -3.983 0.874
C29 -0.362 -5.153 1.055
C30 0.155 -6.200 1.802
C31 1.418 -6.095 2.376
C32 2.152 -4.934 2.202
C33 1.630 -3.881 1.455
H1 -0.664 -1.820 1.788
H2 -1.959 -2.910 1.331
H3 -3.923 -2.002 0.876
H4 -5.371 -0.283 -0.244
H5 -4.177 1.113 -1.949
H6 -1.573 2.695 -1.809
H7 -2.394 1.748 -3.012
H8 1.297 -0.874 -3.184
H9 1.364 -2.397 -5.099
H10 -0.298 -2.191 -6.920
H11 -2.019 -0.408 -6.801
H12 -2.026 1.175 -4.937
H13 -1.422 3.922 -3.336
H14 -0.367 5.825 -4.448
H15 1.901 5.621 -5.416
H16 3.106 3.453 -5.255
H17 2.047 1.543 -4.105
H18 -2.728 -3.039 -1.257
H19 -3.196 -4.221 -3.341
H20 -1.372 -5.347 -4.588
H21 0.948 -5.232 -3.718
H22 1.427 -3.984 -1.646
H23 -1.340 -5.251 0.595
H24 -0.428 -7.104 1.931
H25 1.823 -6.918 2.953
H26 3.137 -4.843 2.646
H27 2.200 -2.971 1.311
Br1 -0.049 3.664 -0.253
C34 -1.860 3.651 0.335
C35 -2.565 4.800 0.138
C36 -3.760 5.010 0.853
C37 -4.070 4.163 1.875
C38 -3.310 2.991 2.119
C39 -3.477 2.256 3.316
C40 -2.654 1.201 3.559
C41 -1.866 0.670 2.516
C42 -1.801 1.243 1.271
C43 -2.307 2.596 1.181
H28 -2.164 5.574 -0.506
H29 -4.357 5.892 0.659
H30 -4.889 4.390 2.550
H31 -4.225 2.570 4.037
H32 -2.680 0.685 4.511
H33 -1.391 -0.282 2.694
C44 4.814 -0.137 -1.292
C45 3.617 0.749 -1.620
N2 3.457 1.831 -0.637
C46 3.821 3.183 -1.069
C47 5.322 3.449 -1.043
C48 2.830 1.618 0.533
C49 3.055 2.624 1.630
N3 2.124 0.539 0.742
H34 4.837 -0.991 -1.973
H35 4.732 -0.516 -0.271
H36 5.752 0.412 -1.391
H37 2.730 0.139 -1.649
H38 3.732 1.210 -2.599
H39 3.300 3.910 -0.450
H40 3.439 3.317 -2.081
H41 5.746 3.227 -0.061
H42 5.516 4.498 -1.271
H43 5.842 2.840 -1.785
H44 2.486 3.535 1.450
H45 4.112 2.885 1.706
H46 2.714 2.211 2.577
H47 1.843 0.471 1.708

Löwdin atomic charge list, values in e, 2 entries: number 1, Cr, carries 0.900; number 2, O, carries -0.270


[4]
Below is C3H7NO as an isolated structure, with properties calculated with the ωB97M-V functional and the def2-TZVPD basis.

Summary:
frontier orbital gap (spin up / spin down) = 0.3154 / 0.3154 Ha
E_LUMO (spin up / spin down) = -1.1 / -1.1 eV
ΔE to the lowest compared entry with this formula, charge and spin = 4.3379 eV
multiplicity = 1
highest occupied orbital energy (spin up / spin down) = -9.7 / -9.7 eV

Element x y z (Å)
C1 -0.693 0.726 -0.200
C2 0.450 1.341 -0.904
H1 1.053 1.971 -0.252
H2 1.085 0.550 -1.308
H3 -1.394 0.144 -0.781
H4 -1.173 1.280 0.598
H5 0.071 -0.296 0.872
H6 0.077 1.917 -1.761
N1 -0.024 -2.342 1.503
C3 0.310 -1.625 0.524
O1 0.268 -1.776 -0.700
H7 -0.029 -1.890 2.408

Löwdin atomic charge list, values in e, 2 entries: number 1, C, carries -0.033; number 2, C, carries -0.156


[5]
Below is a 2-piece molecular cluster, C3H12N3O overall, with properties calculated with the ωB97M-V functional and the def2-TZVPD basis.

Summary:
frontier orbital gap = 0.3315 Ha
E_LUMO = -3.5 eV
ΔE to the lowest compared entry with this formula, charge and spin = 7.3335 eV
multiplicity = 1
charge = +1
highest occupied orbital energy = -12.6 eV

Element x y z (Å)
C1 0.169 1.970 0.115
C2 1.969 -0.657 -0.168
C3 -1.220 -0.060 -0.127
N1 -1.166 -1.576 0.003
N2 -0.132 0.560 0.450
N3 0.823 -0.392 0.830
O1 -2.451 0.355 0.049
H1 -0.322 2.215 -0.923
H2 -0.023 2.695 0.854
H3 1.284 1.911 0.073
H4 1.673 -1.359 -0.810
H5 2.340 0.190 -0.750
H6 2.731 -1.043 0.480
H7 -0.849 -0.122 -2.029
H8 -0.460 -2.153 -0.620
H9 -2.155 -1.898 -0.192
H10 -0.980 -1.880 1.092
H11 1.310 -0.112 1.617
H12 -2.540 1.356 0.055

Löwdin atomic charge list, values in e, 2 entries: number 1, C, carries 0.001; number 2, C, carries -0.018


[6]
Below is a 2-piece molecular cluster, C2H5N3O2 overall, with properties calculated with the ωB97M-V functional and the def2-TZVPD basis.

Summary:
frontier orbital gap = 0.3439 Ha
E_LUMO = 0.2 eV
ΔE to the lowest compared entry with this formula, charge and spin = 6.2966 eV
multiplicity = 1
highest occupied orbital energy = -9.2 eV

Element x y z (Å)
C1 1.065 -0.823 -0.508
N1 1.522 0.396 -0.407
O1 0.988 1.426 0.085
O2 2.890 0.508 -0.543
H1 1.731 -1.547 -0.839
H2 -0.001 -1.074 -0.510
H3 3.050 1.380 -0.349
N2 -1.604 0.686 0.022
C2 -2.228 -0.144 0.590
N3 -2.950 -0.715 1.411
H4 -0.614 1.002 -0.134
H5 -3.851 -1.094 1.182

Löwdin atomic charge list, values in e, 2 entries: number 1, C, carries 0.132; number 2, N, carries -0.346


[7]
Below is C34H24BrClIN7OPmSSe as an isolated structure, with properties calculated with the ωB97M-V functional and the def2-TZVPD basis.

Summary:
frontier orbital gap (spin up / spin down) = 0.2413 / 0.2417 Ha
E_LUMO (spin up / spin down) = -3.5 / -3.5 eV
ΔE to the lowest compared entry with this formula, charge and spin = 0.0192 eV
multiplicity = 5
charge = +1
highest occupied orbital energy (spin up / spin down) = -10.1 / -10.1 eV

Element x y z (Å)
Pm1 0.263 0.048 0.050
Cl1 -2.104 -6.645 -1.787
C1 -1.956 -5.019 -1.205
C2 -3.069 -4.320 -0.856
C3 -2.975 -2.990 -0.370
I1 -4.721 -2.000 0.128
C4 -1.764 -2.364 -0.241
O1 -1.596 -1.137 0.209
C5 -0.595 -3.097 -0.636
N1 0.596 -2.443 -0.522
C6 1.709 -3.078 -0.811
C7 1.732 -4.405 -1.275
C8 0.544 -5.066 -1.424
C9 -0.667 -4.421 -1.101
H1 -4.039 -4.789 -0.948
H2 2.631 -2.528 -0.654
H3 2.675 -4.882 -1.498
H4 0.518 -6.088 -1.778
S1 2.585 -0.484 1.620
C10 1.387 -0.526 2.905
C11 1.717 -0.726 4.251
C12 0.707 -0.781 5.186
C13 -0.623 -0.653 4.787
C14 -0.875 -0.451 3.449
N2 0.106 -0.364 2.543
H5 2.755 -0.843 4.530
H6 0.948 -0.939 6.230
H7 -1.439 -0.716 5.492
H8 -1.884 -0.367 3.061
N3 -1.959 1.448 -0.828
C15 -2.053 1.673 -2.235
C16 -2.902 2.597 -2.774
C17 -2.955 2.816 -4.169
C18 -2.165 2.095 -5.013
C19 -1.258 1.143 -4.485
C20 -0.380 0.397 -5.305
C21 0.515 -0.461 -4.738
C22 0.528 -0.573 -3.335
N4 -0.279 0.082 -2.536
C23 -1.188 0.939 -3.093
H9 -2.381 0.550 -0.567
H10 -2.450 2.181 -0.332
H11 -3.557 3.163 -2.123
H12 -3.641 3.554 -4.562
H13 -2.211 2.246 -6.084
H14 -0.426 0.528 -6.380
H15 1.208 -1.042 -5.329
H16 1.248 -1.231 -2.859
Se1 2.045 2.906 1.569
N5 0.391 2.267 1.261
C24 -0.431 2.945 2.053
C25 -1.835 2.696 2.210
C26 -2.542 3.468 3.069
C27 -1.937 4.532 3.825
C28 -0.614 4.786 3.727
C29 0.178 3.984 2.840
N6 1.488 4.116 2.714
H17 -2.310 1.870 1.697
H18 -3.596 3.267 3.212
H19 -2.558 5.117 4.490
H20 -0.126 5.562 4.299
Br1 5.435 4.043 -3.248
C30 4.145 2.915 -2.492
C31 2.801 3.250 -2.560
C32 1.893 2.382 -1.986
N7 2.242 1.250 -1.365
C33 3.542 0.949 -1.305
C34 4.530 1.744 -1.860
H21 2.468 4.158 -3.042
H22 0.832 2.608 -2.025
H23 3.809 0.040 -0.781
H24 5.568 1.456 -1.789

Löwdin atomic charge list, values in e, 2 entries: number 1, Pm, carries 1.536; number 2, Cl, carries 0.715


[8]
Below is a 6-piece molecular cluster, CH13NO6 overall, with properties calculated with the ωB97M-V functional and the def2-TZVPD basis.

Summary:
frontier orbital gap = 0.4074 Ha
E_LUMO = 0.5 eV
ΔE to the lowest compared entry with this formula, charge and spin = 0.4992 eV
multiplicity = 1
highest occupied orbital energy = -10.6 eV

Element x y z (Å)
N1 0.104 -0.098 -1.628
C1 -1.035 -0.358 -1.012
O1 -1.657 0.464 -0.334
H1 0.729 -0.769 -2.055
H2 0.417 0.858 -1.632
H3 -1.412 -1.375 -1.142
O2 -1.196 -1.342 1.603
H4 -1.642 -2.152 1.857
H5 -1.873 -0.866 1.087
O3 2.586 -1.950 -1.298
H6 2.133 -2.024 -0.429
H7 3.381 -1.429 -1.219
O4 -1.118 3.024 -0.550
H8 -1.604 2.171 -0.439
H9 -1.639 3.782 -0.871
O5 0.515 1.819 1.364
H10 -0.197 1.336 1.770
H11 0.086 2.547 0.862
O6 1.427 -1.333 1.111
H12 0.763 -1.867 1.568
H13 1.233 -0.439 1.387

Löwdin atomic charge list, values in e, 2 entries: number 1, N, carries 0.187; number 2, C, carries -0.377


[9]
Below is one molecule with the formula C5H11NO, with properties calculated with the ωB97M-V functional and the def2-TZVPD basis.

Summary:
frontier orbital gap = 0.3832 Ha
E_LUMO = 0.9 eV
ΔE to the lowest compared entry with this formula, charge and spin = 0.4573 eV
multiplicity = 1
highest occupied orbital energy = -9.5 eV

Element x y z (Å)
C1 1.738 1.250 -0.220
C2 0.197 1.279 -0.431
C3 -0.233 0.019 -1.165
C4 0.017 -1.317 -0.521
O1 0.782 -2.122 -1.023
N1 -0.653 -1.621 0.622
C5 -1.506 -0.768 1.434
H1 2.078 1.881 0.601
H2 2.087 0.247 0.037
H3 2.222 1.576 -1.143
H4 -0.014 2.135 -1.069
H5 -0.265 1.416 0.542
H6 -1.270 0.091 -1.519
H7 0.326 -0.009 -2.100
H8 -0.380 -2.486 1.067
H9 -0.948 -0.348 2.279
H10 -1.803 0.094 0.839
H11 -2.377 -1.316 1.771

Löwdin atomic charge list, values in e, 2 entries: number 1, C, carries -0.091; number 2, C, carries -0.242